Entry a
The following is a DFT calculation (the ωB97M-V functional and the def2-TZVPD basis) of an isolated molecule of C2H8NPS.

ORCA input file:
```
! wB97M-V def2-TZVPD RIJCOSX def2/J DEFGRID3
* xyz 0 1
H 0.632 1.960 -1.020
H -1.413 -0.219 2.202
H -0.998 -0.757 -1.607
H -1.023 1.800 -0.363
C -1.571 -0.656 1.210
H 2.447 -1.492 0.463
S 2.403 -0.196 0.163
H 0.385 -1.661 -1.591
H -1.492 -1.746 1.328
H 0.323 2.196 0.723
C 0.034 1.643 -0.169
N 0.005 -0.729 -1.452
P 0.266 -0.143 0.113
*
```

## Properties
**E_HOMO**: -7.920 eV
**SMILES**: C=[P@](C)(N)S


Entry b
The following is a DFT calculation (the ωB97M-V functional and the def2-TZVPD basis) of an isolated molecule of C2H8NPS.

ORCA input file:
```
! wB97M-V def2-TZVPD RIJCOSX def2/J DEFGRID3
* xyz 0 1
N 0.535 -0.770 1.321
H -0.886 2.183 0.118
H 0.706 1.800 -0.666
S -2.349 -0.533 0.499
P -0.168 -0.267 0.024
H -0.162 -0.674 2.125
C 0.024 1.537 0.135
H 1.082 -1.984 -1.641
H -2.579 -0.109 -0.796
H 0.879 -0.315 -2.282
H 1.179 -1.623 1.425
H 0.516 1.644 1.133
C 1.221 -0.890 -1.395
*
```

## Properties
**E_HOMO**: -7.706 eV
**SMILES**: C=[P@](C)(N)S


We find entry a to be the most stable, with the next structure 0.365 eV higher.


Entry a
The following is a DFT calculation (the ωB97M-V functional and the def2-TZVPD basis) of a cluster of 2 separate species, CH9N2O in total.

ORCA input file:
```
! wB97M-V def2-TZVPD RIJCOSX def2/J DEFGRID3
* xyz 1 1
H 0.523 1.056 -1.117
H 1.705 2.475 0.397
H 1.555 1.334 1.626
H -0.239 -1.134 -0.258
H 1.439 -0.864 -0.096
O -1.935 -1.512 -0.664
H 0.474 -0.737 1.194
C 0.392 0.910 -0.054
H -0.616 1.210 0.258
N 0.505 -0.562 0.192
N 1.467 1.531 0.643
H -2.403 -2.343 -0.533
H -2.449 -0.980 -1.280
*
```

## Properties
**E_HOMO**: -14.239 eV


Entry b
The following is a DFT calculation (the ωB97M-V functional and the def2-TZVPD basis) of a cluster of 2 separate species, CH9N2O in total.

ORCA input file:
```
! wB97M-V def2-TZVPD RIJCOSX def2/J DEFGRID3
* xyz 1 1
H -0.771 2.944 -1.115
H 1.159 -2.387 0.380
H 1.585 -1.349 1.217
N 0.743 -1.730 1.037
H 0.841 1.274 0.231
H 0.352 -2.253 1.911
N -0.571 -0.121 -0.606
H -1.519 -0.234 -0.674
O -0.379 2.067 -1.268
C -0.166 1.237 -0.136
H -0.411 0.015 -1.674
H -0.139 -1.009 -0.032
H -0.724 1.546 0.726
*
```

## Properties
**E_HOMO**: -15.682 eV


We find entry a to be the most stable, with the next structure 1.051 eV higher.


Entry a
The following is a DFT calculation (the ωB97M-V functional and the def2-TZVPD basis) of a cluster of 2 separate species, C2H2Cl2O2S in total.

ORCA input file:
```
! wB97M-V def2-TZVPD RIJCOSX def2/J DEFGRID3
* xyz 0 1
S 1.110 -2.177 1.752
O 0.837 -0.461 -1.342
H 1.152 0.569 -1.556
C -0.756 0.984 -0.326
C -0.154 -0.395 -0.561
Cl 0.186 2.275 -1.106
H -1.826 0.988 -0.911
Cl -0.821 1.210 1.414
O 0.271 -2.991 2.636
*
```

## Properties
**E_HOMO (alpha / beta)**: -8.703 / -8.520 eV


Entry b
The following is a DFT calculation (the ωB97M-V functional and the def2-TZVPD basis) of a cluster of 2 separate species, C2H2Cl2O2S in total.

ORCA input file:
```
! wB97M-V def2-TZVPD RIJCOSX def2/J DEFGRID3
* xyz 0 1
C 1.599 0.293 -0.710
C -1.654 -1.177 0.562
Cl -2.297 0.261 -0.172
O 1.224 2.782 0.076
H 2.456 0.554 -1.329
S 0.737 1.417 0.124
O -0.584 -1.640 0.383
H 1.267 -0.810 -0.743
Cl -2.749 -1.680 1.809
*
```

## Properties
**E_HOMO**: -9.727 eV


We find entry b to be the most stable, with the next structure 3.226 eV higher.


Entry a
The following is a DFT calculation (the ωB97M-V functional and the def2-TZVPD basis) of an isolated molecule of C5H7ClO2.

ORCA input file:
```
! wB97M-V def2-TZVPD RIJCOSX def2/J DEFGRID3
* xyz 0 1
H 0.621 -0.401 -1.683
H -2.307 0.489 -0.123
H 0.608 2.255 -0.881
C 0.836 -0.503 -0.632
H 1.147 0.053 1.893
H -0.564 -0.038 2.257
Cl 2.590 -0.229 -0.292
C -1.351 0.292 -0.568
C 0.207 -0.239 1.326
O -1.084 -1.215 -0.486
O 0.318 2.098 0.034
C 0.021 0.707 0.025
C 0.093 -1.392 0.236
H -1.546 0.410 -1.661
H 0.411 -2.288 0.555
*
```

## Properties
**E_HOMO**: -9.904 eV
**SMILES**: O[C@]12CO[C@H](C1)[C@@H]2Cl


Entry b
The following is a DFT calculation (the ωB97M-V functional and the def2-TZVPD basis) of a cluster of 2 separate species, C5H7ClO2 in total.

ORCA input file:
```
! wB97M-V def2-TZVPD RIJCOSX def2/J DEFGRID3
* xyz 0 1
H 0.834 -1.664 -0.769
H -1.270 1.379 1.483
C 0.269 0.721 -0.481
H 2.040 -0.099 -1.364
H 2.151 1.845 -1.325
H -1.607 -0.302 1.298
H -0.234 -2.691 0.579
O -1.746 0.751 -1.534
Cl 1.964 -1.753 1.233
C -1.154 0.701 -0.475
H -2.952 0.781 0.927
C 0.622 -2.151 0.224
C -1.806 0.674 0.864
C 1.604 0.896 -1.006
O 1.287 0.912 0.346
*
```

## Properties
**E_HOMO (alpha / beta)**: -8.318 / -8.640 eV


We find entry a to be the most stable, with the next structure 2.150 eV higher.


Entry a
The following is a DFT calculation (the ωB97M-V functional and the def2-TZVPD basis) of a structure of composition C3H5N2S.

ORCA input file:
```
! wB97M-V def2-TZVPD RIJCOSX def2/J DEFGRID3
* xyz -1 1
C -0.826 1.276 0.036
C 0.744 -1.505 0.196
S 2.706 0.475 -0.025
H -1.487 1.704 -0.632
N -0.017 0.160 -0.458
C -0.436 -1.168 -0.389
H -1.455 1.134 0.942
N 1.214 -0.078 0.373
H -1.393 -1.642 -0.547
H 1.212 -2.468 0.264
H -0.261 2.112 0.240
*
```

## Properties
**E_HOMO**: -1.814 eV


Entry b
The following is a DFT calculation (the ωB97M-V functional and the def2-TZVPD basis) of the ion C3H5N2S with charge -1.

ORCA input file:
```
! wB97M-V def2-TZVPD RIJCOSX def2/J DEFGRID3
* xyz -1 1
H -1.732 2.032 0.615
H 1.063 1.927 -0.429
S -2.836 -0.609 -0.151
H 1.696 -0.713 0.813
N -1.262 -0.062 0.342
N -0.034 -0.170 -0.635
H 0.707 -2.193 0.374
H 1.925 -1.422 -0.908
C -0.972 1.320 0.317
C 1.264 -1.299 -0.044
C 0.181 1.189 -0.294
*
```

## Properties
**E_HOMO**: -2.080 eV
**SMILES**: Cn1ccn1[S-]


We find entry a to be the most stable, with the next structure 0.563 eV higher.


Entry a
The following is a DFT calculation (the ωB97M-V functional and the def2-TZVPD basis) of a cluster of 2 separate species, C3H7N4O in total.

ORCA input file:
```
! wB97M-V def2-TZVPD RIJCOSX def2/J DEFGRID3
* xyz 1 1
C 1.798 -0.403 0.087
N 0.564 -0.521 -0.314
H 3.608 -1.284 0.118
H -5.059 -1.229 0.420
H 1.582 1.083 1.332
C -4.095 -0.806 0.314
N -3.059 -0.352 0.188
H -1.354 -0.047 -0.083
N -0.398 0.381 -0.231
H 0.605 2.143 -0.651
H 2.445 -2.020 -0.960
H -1.242 2.221 -0.441
O 2.250 0.490 0.960
C -0.333 1.645 -0.438
N 2.690 -1.301 -0.300
*
```

## Properties
**E_HOMO**: -13.700 eV


Entry b
The following is a DFT calculation (the ωB97M-V functional and the def2-TZVPD basis) of the ion C3H7N4O with charge +1.

ORCA input file:
```
! wB97M-V def2-TZVPD RIJCOSX def2/J DEFGRID3
* xyz 1 1
H -0.548 -1.182 -0.107
C 0.406 -0.687 -0.248
H 1.195 -1.338 0.069
H -1.528 -0.042 -1.699
N 0.612 0.694 0.334
N -0.395 0.637 2.407
H -0.245 1.254 -0.009
N -1.047 0.738 3.407
H 1.364 -0.933 -2.064
C 0.568 0.688 1.732
N 0.550 -0.609 -1.628
H -1.259 -0.148 3.818
O -0.611 -0.036 -3.567
H 1.486 1.138 -0.045
C -0.550 -0.176 -2.399
*
```

## Properties
**E_HOMO (alpha / beta)**: -14.394 / -14.394 eV


We find entry a to be the most stable, with the next structure 3.368 eV higher.


Entry a
The following is a DFT calculation (the ωB97M-V functional and the def2-TZVPD basis) of a cluster of 4 separate species, C2H12O3S in total.

ORCA input file:
```
! wB97M-V def2-TZVPD RIJCOSX def2/J DEFGRID3
* xyz 0 1
H -3.739 1.554 -0.193
C 0.674 0.712 0.972
H -0.672 1.030 -2.004
S -0.701 -1.267 -0.524
H 3.975 -2.096 1.146
H 0.074 1.162 1.769
H 1.703 0.927 1.259
H -2.304 1.313 -0.704
H -0.159 -1.080 1.816
O -1.359 1.656 -2.278
C 0.345 -0.778 0.901
O 3.604 -2.339 0.294
H 3.802 -1.633 -0.326
H 1.218 -1.416 0.778
H -1.886 1.177 -2.926
H 0.333 1.294 0.117
O -2.993 0.952 -0.117
H -1.916 -1.168 0.021
*
```

## Properties
**E_HOMO**: -8.985 eV
**SMILES**: CCS.O.O.O


Entry b
The following is a DFT calculation (the ωB97M-V functional and the def2-TZVPD basis) of a cluster of 4 separate species, C2H12O3S in total.

ORCA input file:
```
! wB97M-V def2-TZVPD RIJCOSX def2/J DEFGRID3
* xyz 0 1
H 1.106 -0.838 -1.528
H 1.288 0.770 2.594
H -1.354 3.496 2.210
H 0.581 -2.056 -7.240
H -1.289 0.770 2.884
H -0.393 -3.064 -6.520
H -0.931 3.410 3.638
C 1.389 0.065 1.772
S 0.996 0.798 0.173
H -1.775 -0.089 1.727
H 2.435 -0.237 1.792
O -0.338 -2.224 -6.984
O -1.091 2.840 2.866
H 0.273 -1.546 -0.106
H 0.800 -0.810 1.998
O -1.577 -0.140 2.673
C 0.411 -0.659 -0.718
H -0.533 -0.487 -1.231
*
```

## Properties
**E_HOMO**: -8.321 eV
**SMILES**: CSC.O.O.O


Entry c
The following is a DFT calculation (the ωB97M-V functional and the def2-TZVPD basis) of a cluster of 4 separate species, C2H12O3S in total.

ORCA input file:
```
! wB97M-V def2-TZVPD RIJCOSX def2/J DEFGRID3
* xyz 0 1
H 2.451 -1.588 2.561
H 3.337 -0.023 1.226
O 3.276 -1.913 2.173
S -2.400 -0.153 0.884
H 4.008 -1.528 2.668
H -3.668 0.836 -1.591
H 2.895 0.768 -0.002
H -0.900 1.178 -0.318
H 1.459 -1.759 -1.444
H -2.135 -0.065 -2.112
O 0.947 -1.499 -0.666
C -2.579 0.843 -1.698
H -2.301 1.647 -2.407
C -1.970 1.133 -0.332
H -3.557 0.375 1.249
H -2.335 2.109 -0.012
H 0.090 -1.222 -1.006
O 3.382 0.862 0.827
*
```

## Properties
**E_HOMO**: -9.219 eV
**SMILES**: CCS.O.O.O


Entry d
The following is a DFT calculation (the ωB97M-V functional and the def2-TZVPD basis) of a cluster of 4 separate species, C2H12O3S in total.

ORCA input file:
```
! wB97M-V def2-TZVPD RIJCOSX def2/J DEFGRID3
* xyz 0 1
S 0.228 -0.686 -0.591
H -0.613 -2.509 -2.291
H -0.895 -0.024 1.483
H -0.201 -2.261 1.492
O -0.977 0.608 2.233
H 0.400 2.654 1.576
H 0.706 -3.016 -1.211
O 0.551 2.719 0.670
H 1.694 -2.519 0.960
C -0.287 -2.615 -1.290
H 0.668 1.874 0.262
O -0.341 2.100 -2.028
H -0.966 -3.098 -0.626
H 1.205 -1.029 1.762
H -0.380 1.235 -1.581
C 0.798 -1.883 1.194
H -0.276 2.714 -1.223
H -1.928 0.522 2.424
*
```

## Properties
**E_HOMO**: -9.618 eV
**SMILES**: CSC.O.O.O


We find entry a to be the most stable, with the next structure 0.061 eV higher.


Entry a
The following is a DFT calculation (the ωB97M-V functional and the def2-TZVPD basis) of a structure of composition C6H74NO31.

ORCA input file:
```
! wB97M-V def2-TZVPD RIJCOSX def2/J DEFGRID3
* xyz 1 1
H -5.647 -3.246 -0.256
H 1.477 -0.754 4.345
H -2.036 -0.486 5.299
H -2.880 -2.957 2.377
H 2.146 -3.651 0.066
H 0.280 0.551 -2.388
O -0.575 3.311 0.542
H -3.460 1.748 3.451
H 2.835 3.041 1.159
H 6.076 4.380 -1.779
O -4.360 -5.214 2.242
H 1.045 -1.271 -0.139
O 5.265 1.013 -5.136
H 2.745 4.227 0.108
H -2.713 -1.779 -2.567
H -3.036 1.174 1.506
H -2.845 -0.734 0.601
O -1.393 -5.005 2.074
O -0.220 1.499 3.566
H -4.940 -4.470 2.132
H -2.644 -3.182 -2.287
H -1.409 -5.561 1.265
O 0.113 -4.074 -2.229
O 1.763 1.695 -2.798
O 1.985 -1.522 -4.626
C -1.157 -1.459 1.348
O -1.499 -0.690 5.983
O 2.088 -2.888 -0.381
C -0.652 -0.415 0.326
O -2.558 -1.129 1.491
H -1.043 1.471 -4.804
H -1.246 -5.576 2.927
H -7.013 -1.930 2.588
H 4.742 4.614 -2.471
O -2.166 -2.431 -1.909
O -3.169 1.103 4.227
O -4.727 -3.515 0.098
H 5.891 0.331 -5.368
O -5.496 -0.479 5.056
H -4.947 0.277 4.922
H 1.886 3.098 -6.515
H 5.554 1.188 -4.153
H -1.165 1.217 3.519
H 2.012 4.007 -5.573
H -5.015 -0.389 0.642
H 2.833 -3.168 -1.032
H 2.402 0.825 -0.241
H 0.019 3.362 -2.751
C 1.280 0.622 -1.952
H 4.632 -0.455 1.862
H -0.587 -1.218 2.245
C 3.176 2.045 -2.555
O 2.869 4.523 -1.870
O 4.626 -0.361 0.917
C 1.347 0.712 -0.431
H -3.256 1.669 4.999
H -6.045 -0.692 4.371
H -0.775 4.222 0.467
H 5.343 0.154 0.660
O -0.036 4.018 -2.064
H 1.551 0.549 3.010
H -7.834 -0.692 3.070
H 1.605 -0.304 -2.228
O 2.758 0.559 -5.732
O 2.270 3.692 0.747
H 2.305 -0.868 -5.096
H 0.159 -4.081 2.261
H -0.392 2.308 4.059
H 2.781 -2.138 -4.506
N 0.880 -0.441 0.331
H -0.942 -2.400 1.136
H -1.652 -1.638 6.106
H 0.321 3.304 0.624
O 1.486 -1.027 5.221
H 0.426 -0.924 5.552
H -3.978 -2.925 -0.211
H -4.243 -1.759 2.697
O -3.356 0.018 0.167
H -6.117 -1.097 1.561
C -3.127 -1.888 2.611
H -0.330 -3.436 -2.593
H -1.696 2.265 1.683
H -0.632 3.757 -1.296
O 1.029 -3.723 2.239
H -0.863 0.515 0.676
H 2.886 5.455 -1.906
H 0.187 2.343 -4.929
H 1.336 -0.355 1.277
O -2.488 1.888 1.968
H 0.793 1.655 -0.169
O 5.735 4.457 -2.586
H -0.893 -0.637 -0.784
H -2.552 -1.663 3.548
H 2.896 -0.042 2.817
H 3.497 2.810 -3.313
H 3.163 2.602 -1.534
H 7.303 1.460 -3.580
H 2.053 4.121 -2.195
O -0.609 2.128 -4.417
O 2.082 -0.240 2.670
H -3.691 -5.070 1.826
O 6.624 1.718 -3.043
H 3.587 0.356 -5.458
O -6.941 -0.984 2.796
O 1.595 3.207 -5.615
H 2.368 1.494 -5.667
H 6.485 2.667 -2.819
H 3.876 1.208 -2.651
O -6.089 -0.803 0.608
H -3.522 -0.254 -0.799
H 1.643 -4.676 2.068
H 0.547 -3.870 -1.308
*
```

## Properties
**E_HOMO**: -11.790 eV


Entry b
The following is a DFT calculation (the ωB97M-V functional and the def2-TZVPD basis) of a structure of composition C6H74NO31.

ORCA input file:
```
! wB97M-V def2-TZVPD RIJCOSX def2/J DEFGRID3
* xyz 1 1
O 2.556 2.736 3.386
H 2.821 0.397 4.091
H -1.179 1.400 4.873
H 5.415 -3.308 -0.228
O -0.731 1.539 -2.857
O -1.810 -3.518 -3.483
H -1.233 -2.800 -4.227
H 1.290 -2.845 -5.287
H -1.923 4.330 2.251
H 1.350 3.076 4.601
H -1.098 -6.425 -1.314
H -2.945 -1.095 -1.430
H 0.562 7.521 1.742
H 3.464 -5.522 -0.944
O -4.197 0.281 -1.930
H -2.158 0.716 -0.147
O 0.126 -0.789 2.967
O -2.181 -1.544 -1.180
H -4.850 3.793 0.744
O -3.730 2.398 3.199
H 2.728 -1.954 -0.908
O 0.253 -4.887 -5.051
H -3.514 6.589 1.153
H 2.664 1.760 3.321
H 0.240 -6.556 -1.916
H -0.207 2.435 -0.591
H 2.575 -5.597 0.324
H 4.471 -0.377 1.513
O -0.217 7.150 2.203
H -3.586 3.450 -0.157
H -3.840 2.820 2.268
H 1.234 -7.268 -3.765
H -2.893 1.972 3.424
H 0.611 -1.403 3.522
H -2.407 4.503 -1.607
H -0.159 2.313 -2.851
O -3.934 5.799 1.129
O 4.209 -0.188 0.470
O 2.093 -3.053 -5.002
H -1.008 4.439 0.665
H 1.438 -1.755 -2.192
H -4.792 5.880 0.842
H -0.893 -1.281 -0.662
H 0.484 -3.753 -2.745
H 1.638 -4.590 -1.993
H 4.330 -2.072 -3.653
O 0.029 5.850 4.903
O 3.314 -5.167 -0.082
H 1.266 -0.603 0.673
H -0.075 -4.806 -1.531
H -1.154 -5.811 0.566
H 2.573 -3.126 -5.791
O -4.263 3.129 0.531
H 0.031 3.739 2.253
H 1.841 0.045 2.972
H -0.586 -4.690 -4.674
H -3.878 0.894 -2.760
H -0.483 -0.331 3.661
O -2.365 -1.338 1.561
H 0.643 2.086 0.840
C 1.566 -1.852 -1.144
O 5.454 -2.413 -0.623
C 0.715 -4.015 -1.659
H -0.683 2.672 3.974
O -1.276 -5.934 1.537
H -2.092 5.924 4.816
O -2.983 5.737 4.359
C -1.078 3.893 1.621
H 0.801 -5.651 -4.648
H 2.587 3.952 1.427
H -0.970 -0.147 1.213
H -2.233 -1.458 -0.156
O 3.077 4.202 0.798
H 0.641 5.853 5.703
O 1.544 -6.516 -3.241
H 3.418 3.136 3.474
H -0.179 0.846 -3.212
H 4.660 -0.984 -0.090
H -2.874 5.013 3.926
H 0.069 6.626 3.048
O -0.236 -6.698 -1.072
H 0.912 2.771 6.025
C 1.154 -0.607 -0.364
H -3.454 5.040 -0.531
H 0.586 -0.895 -4.232
O 0.473 3.229 5.143
O 2.703 0.290 3.186
H -2.139 -3.103 -2.767
H 3.577 -3.117 -3.687
H 1.799 0.269 -0.569
H -1.655 -1.710 1.972
H 2.326 -6.773 -3.185
O -1.326 2.502 1.275
H 2.052 -0.501 -4.305
O 0.726 -2.958 -0.831
C -1.049 0.582 0.288
O -0.637 -1.995 -4.631
H -4.608 0.807 -1.165
H -2.534 -3.624 -4.142
O -1.266 1.815 3.961
O 1.143 -0.054 -4.114
N -0.333 -0.341 -0.595
O -3.258 4.348 -1.144
C -0.340 1.973 0.385
H 5.279 -2.829 -1.567
O 4.350 -3.003 -3.215
H 3.856 3.662 0.698
H -1.858 -5.345 1.944
H 0.038 4.977 4.859
H -1.103 -1.295 -5.163
H -0.463 0.025 -1.484
H -2.839 -0.913 2.215
*
```

## Properties
**E_HOMO**: -11.434 eV


We find entry b to be the most stable, with the next structure 1.025 eV higher.